ORCA calculation (ωB97M-V with the def2-TZVPD basis set) on 2 unconnected molecules or ions with the total composition C7H10ClFOS at a distorted geometry.

The geometry in ORCA input format:
```
! RIJCOSX wB97M-V def2-TZVPD def2/J DEFGRID3
* xyz 0 1
C -1.653 -0.324 0.123
C -0.976 0.904 0.237
C -2.985 -0.558 0.257
C 1.564 1.019 -0.595
C -3.631 -1.875 0.479
C 1.980 2.406 -0.772
C 2.773 -1.293 -0.127
O 3.639 0.946 1.070
F -3.859 0.460 0.316
S 2.359 0.261 0.806
Cl -1.738 2.319 -0.214
H -1.011 -1.193 0.138
H -4.345 -2.067 -0.323
H -2.894 -2.669 0.505
H -4.190 -1.863 1.415
H 2.041 2.961 0.168
H 1.371 2.941 -1.496
H 3.017 2.353 -1.127
H 1.839 -1.809 -0.306
H 3.436 -1.876 0.505
H 3.264 -1.045 -1.060
*
```

Properties
* orbital gap (spin up / spin down): 6.4 / 6.6 eV
* molecular weight: 196.7 g mol⁻¹
* LUMO energy (spin up / spin down): -1.2 / -1.0 eV
* max |F|: 1.6 eV/Å

ORCA calculation (ωB97M-V with the def2-TZVPD basis set) on 15 unconnected molecules or ions with the total composition C39H116N22O15 at a distorted geometry.

The geometry in ORCA input format:
```
! RIJCOSX wB97M-V def2-TZVPD def2/J DEFGRID3
* xyz 0 1
C -5.833 0.849 2.550
O -4.896 0.041 2.511
N -6.889 0.693 3.193
N -5.668 2.075 2.114
H -6.990 -0.249 3.543
H -7.616 1.370 3.009
H -4.775 2.178 1.654
H -6.209 2.816 2.536
C -0.370 -4.850 1.779
O -0.349 -3.688 1.391
N -1.170 -5.250 2.702
N 0.391 -5.814 1.394
H -1.801 -4.595 3.142
H -0.935 -6.096 3.201
H 0.280 -6.763 1.723
H 1.122 -5.795 0.698
C 4.183 4.465 2.904
O 4.783 3.467 3.310
N 4.658 5.670 2.889
N 2.935 4.434 2.659
H 4.003 6.319 2.476
H 5.576 5.752 3.300
H 2.443 3.600 2.947
H 2.427 5.201 2.242
C 6.248 3.209 -0.550
O 6.743 4.275 -0.046
N 6.454 2.911 -1.803
N 5.316 2.476 -0.076
H 7.187 3.435 -2.258
H 5.925 2.157 -2.218
H 5.061 2.617 0.891
H 5.045 1.666 -0.615
C -4.441 -3.513 2.105
O -4.503 -4.700 1.728
N -4.705 -2.512 1.225
N -4.082 -3.013 3.284
H -5.075 -2.692 0.303
H -4.845 -1.600 1.637
H -4.277 -2.027 3.382
H -3.648 -3.638 3.948
C 1.749 -3.816 -1.978
O 2.541 -3.772 -1.069
N 2.079 -4.262 -3.149
N 0.478 -3.499 -1.899
H 3.057 -4.454 -3.309
H 1.484 -4.286 -3.965
H -0.006 -3.215 -1.060
H -0.012 -3.832 -2.717
C -2.542 -1.654 -3.277
O -2.728 -2.086 -4.354
N -1.374 -1.183 -2.873
N -3.400 -1.665 -2.311
H -1.310 -0.677 -2.001
H -0.652 -1.163 -3.579
H -3.128 -1.691 -1.339
H -4.373 -1.773 -2.562
C 1.510 -0.241 -3.787
C 2.962 -0.232 -3.350
C 3.639 1.079 -3.674
O 5.013 1.044 -3.399
C 5.880 1.039 -4.492
N 3.033 -0.553 -1.958
H 1.019 -1.213 -3.851
H 1.505 0.076 -4.830
H 0.971 0.324 -3.026
H 3.623 -0.976 -3.794
H 3.184 1.815 -3.010
H 3.323 1.397 -4.668
H 5.562 0.201 -5.112
H 6.877 0.741 -4.170
H 5.955 1.944 -5.096
H 2.833 -1.537 -1.855
H 3.955 -0.398 -1.576
C 3.427 -0.735 2.615
C 3.367 -1.739 1.397
C 4.693 -1.876 0.656
O 5.164 -0.700 0.157
C 6.409 -0.911 -0.540
N 2.837 -3.030 1.821
H 2.550 -0.810 3.259
H 3.226 0.272 2.249
H 4.292 -0.912 3.254
H 2.674 -1.249 0.713
H 4.499 -2.413 -0.272
H 5.402 -2.501 1.200
H 6.298 -1.630 -1.352
H 7.289 -1.032 0.091
H 6.505 0.077 -0.989
H 1.832 -2.950 1.886
H 2.950 -3.718 1.090
C -3.829 4.270 -5.795
C -3.985 4.181 -4.313
C -3.768 2.801 -3.723
O -3.965 2.943 -2.325
C -3.973 1.763 -1.610
N -3.187 5.230 -3.660
H -2.760 4.142 -5.963
H -4.175 5.138 -6.357
H -4.373 3.484 -6.319
H -5.037 4.448 -4.215
H -2.766 2.425 -3.928
H -4.522 2.118 -4.113
H -4.131 1.873 -0.537
H -3.076 1.163 -1.762
H -4.785 1.143 -1.989
H -3.342 5.210 -2.662
H -2.197 5.040 -3.732
C -2.654 5.161 5.226
C -1.289 4.583 5.757
C -0.435 3.950 4.639
O 0.890 3.537 4.942
C 1.084 2.577 6.031
N -0.707 5.767 6.316
H -3.105 4.452 4.532
H -2.381 5.985 4.566
H -3.269 5.553 6.037
H -1.445 3.952 6.632
H -0.422 4.643 3.797
H -1.019 3.049 4.453
H 1.096 3.201 6.925
H 2.033 2.044 5.969
H 0.200 1.941 6.080
H -0.681 6.464 5.586
H 0.180 5.587 6.766
C 0.483 3.450 -5.229
C 0.913 4.168 -3.925
C 1.850 5.515 -4.113
O 2.421 5.879 -2.926
C 3.332 4.820 -2.414
N -0.336 4.483 -3.188
H -0.059 2.505 -5.182
H 1.403 3.287 -5.790
H -0.108 4.093 -5.882
H 1.356 3.366 -3.335
H 1.139 6.307 -4.352
H 2.673 5.467 -4.826
H 2.785 4.135 -1.765
H 4.243 5.233 -1.982
H 3.765 4.201 -3.200
H -0.586 3.622 -2.722
H -0.094 5.017 -2.366
C -0.218 -6.684 -4.753
C -1.256 -5.659 -4.762
C -2.243 -5.559 -3.677
O -1.642 -5.549 -2.332
C -2.443 -5.030 -1.282
N -0.614 -4.362 -4.867
H 0.480 -6.591 -3.921
H 0.465 -6.719 -5.602
H -0.552 -7.721 -4.734
H -1.838 -5.778 -5.676
H -2.789 -6.501 -3.747
H -2.741 -4.593 -3.749
H -3.446 -4.694 -1.543
H -2.014 -4.149 -0.805
H -2.430 -5.712 -0.431
H -0.275 -4.312 -5.817
H -1.382 -3.710 -4.937
C -1.450 0.094 2.097
C -1.614 -0.016 0.575
C -0.303 0.397 -0.172
O 0.093 1.699 0.272
C 1.431 2.105 -0.138
N -1.998 -1.438 0.348
H -1.009 1.037 2.420
H -0.795 -0.634 2.576
H -2.357 0.124 2.700
H -2.504 0.585 0.389
H -0.544 0.506 -1.229
H 0.547 -0.264 -0.001
H 2.241 1.409 0.080
H 1.685 3.140 0.091
H 1.520 2.176 -1.222
H -2.923 -1.584 0.726
H -1.475 -2.160 0.821
C -0.224 -2.851 5.404
C -1.666 -2.460 5.841
C -2.505 -3.669 6.273
O -2.712 -4.570 5.186
C -3.209 -5.888 5.387
N -1.591 -1.492 6.983
H 0.459 -3.063 6.226
H 0.082 -1.884 5.004
H -0.273 -3.621 4.634
H -2.264 -2.022 5.041
H -3.495 -3.315 6.557
H -2.028 -4.280 7.039
H -3.364 -6.498 4.496
H -4.231 -5.898 5.767
H -2.602 -6.469 6.081
H -0.866 -0.816 6.790
H -2.332 -0.927 6.594
*
```

Properties
* orbital gap: 8.0 eV
* molecular weight: 1133.5 g mol⁻¹
* relative energy (zero: lowest compared OMol25 entry of this formula, charge and spin): 558.5 kJ/mol
* LUMO energy: -0.2 eV
* max |F|: 6.6 eV/Å

ORCA calculation (ωB97M-V with the def2-TZVPD basis set) on 2 unconnected molecules or ions with the total composition C4H8O2 at a distorted geometry.

The geometry in ORCA input format:
```
! RIJCOSX wB97M-V def2-TZVPD def2/J DEFGRID3
* xyz 0 1
C 1.165 2.468 0.021
C 0.702 -0.101 0.040
C -0.071 -1.210 -0.053
C -1.553 -1.167 -0.285
O 0.441 -2.467 0.128
O -2.084 0.114 -0.061
H 1.589 2.432 1.001
H 1.810 2.417 -0.830
H 1.761 -0.173 0.201
H 0.185 2.880 -0.098
H -2.034 -1.908 0.372
H -1.779 -1.431 -1.326
H 1.388 -2.412 0.305
H -1.519 0.557 0.585
*
```

Properties
* orbital gap (spin up / spin down): 7.9 / 7.9 eV
* molecular weight: 88.1 g mol⁻¹
* relative energy (zero: lowest compared OMol25 entry of this formula, charge and spin): 577.6 kJ/mol
* LUMO energy (spin up / spin down): -0.9 / -0.9 eV
* max |F|: 3.2 eV/Å

ORCA calculation (ωB97M-V with the def2-TZVPD basis set) on a molecular structure, C5H11NiO3 at a distorted geometry.

The geometry in ORCA input format:
```
! RIJCOSX wB97M-V def2-TZVPD def2/J DEFGRID3
* xyz 0 4
O 1.382 0.384 0.557
C 0.044 0.561 0.887
C -0.871 0.122 -0.244
O -1.941 1.049 -0.362
C -2.907 0.764 -1.263
C -3.811 1.666 -1.649
Ni 2.290 1.270 -0.651
H -0.155 1.609 1.178
H -0.221 -0.025 1.788
H -1.247 -0.893 -0.040
H -0.389 0.012 -1.228
H -2.788 -0.191 -1.788
H -3.859 2.655 -1.190
H -4.567 1.383 -2.378
O 2.306 -1.598 1.712
H 1.874 -0.815 1.290
C 3.469 -1.912 0.990
H 3.896 -2.837 1.402
H 3.262 -2.084 -0.082
H 4.235 -1.120 1.070
*
```

Properties
* orbital gap (spin up / spin down): 8.4 / 7.0 eV
* molecular weight: 177.8 g mol⁻¹
* relative energy (zero: lowest compared OMol25 entry of this formula, charge and spin): 0.0 kJ/mol
* LUMO energy (spin up / spin down): 0.4 / -2.1 eV
* max |F|: 1.2 eV/Å

ORCA calculation (ωB97M-V with the def2-TZVPD basis set) on 2 unconnected molecules or ions with the total composition C3H7N2O2 at a distorted geometry.

The geometry in ORCA input format:
```
! RIJCOSX wB97M-V def2-TZVPD def2/J DEFGRID3
* xyz 1 1
C 2.748 0.123 -0.242
C -0.240 0.010 0.100
C -2.283 -0.844 -0.038
N 1.735 -0.452 0.446
N -0.458 1.241 -0.144
O 3.915 -0.121 -0.078
O -0.866 -1.005 0.160
H 2.511 1.080 -0.659
H -2.656 -1.783 -0.215
H -2.400 -0.068 -0.825
H -2.698 -0.345 0.935
H 1.713 -1.279 1.075
H 0.378 1.853 -0.050
H -1.398 1.591 -0.465
*
```

Properties
* orbital gap: 8.5 eV
* molecular weight: 103.1 g mol⁻¹
* relative energy (zero: lowest compared OMol25 entry of this formula, charge and spin): 417.5 kJ/mol
* LUMO energy: -5.4 eV
* max |F|: 8.8 eV/Å

ORCA calculation (ωB97M-V with the def2-TZVPD basis set) on 5 unconnected molecules or ions with the total composition C2H14NO4 at a distorted geometry.

The geometry in ORCA input format:
```
! RIJCOSX wB97M-V def2-TZVPD def2/J DEFGRID3
* xyz 1 1
C 1.308 -0.402 0.148
C 1.890 -0.844 1.237
N -0.126 -0.044 0.111
H 1.741 -0.234 -0.826
H 2.960 -0.959 1.334
H 1.342 -1.114 2.123
H -0.808 -0.723 0.467
H -0.341 0.958 0.418
H -0.323 0.091 -0.888
H -3.480 -0.776 0.671
H -2.773 -1.940 1.343
O -2.650 -1.270 0.658
H -0.228 3.038 1.648
H -1.380 2.087 2.093
O -0.723 2.249 1.407
H -0.176 -2.356 -2.661
H 0.799 -2.767 -1.561
O -0.043 -3.008 -1.962
H 1.697 2.347 -1.648
H 0.552 3.261 -2.252
O 0.763 2.407 -1.859
*
```

Properties
* orbital gap: 11.6 eV
* molecular weight: 116.1 g mol⁻¹
* relative energy (zero: lowest compared OMol25 entry of this formula, charge and spin): 93.4 kJ/mol
* LUMO energy: -3.0 eV
* max |F|: 2.0 eV/Å

ORCA calculation (ωB97M-V with the def2-TZVPD basis set) on 2 unconnected molecules or ions with the total composition H2N2O4S at a distorted geometry.

The geometry in ORCA input format:
```
! RIJCOSX wB97M-V def2-TZVPD def2/J DEFGRID3
* xyz -2 3
N -2.356 0.184 -2.285
N 0.545 0.153 -0.241
O -3.038 -0.176 -3.330
O 0.082 -0.852 2.083
O 2.349 -0.917 1.199
O 1.374 1.214 1.878
S 1.122 -0.130 1.348
H -0.166 -0.525 -0.478
H 0.088 1.050 -0.174
*
```

Properties
* orbital gap (spin up / spin down): 5.1 / 8.6 eV
* molecular weight: 126.1 g mol⁻¹
* LUMO energy (spin up / spin down): 6.6 / 6.6 eV
* max |F|: 2.0 eV/Å

ORCA calculation (ωB97M-V with the def2-TZVPD basis set) on a molecular structure, C4F12NO10S4Sn at a distorted geometry.

The geometry in ORCA input format:
```
! RIJCOSX wB97M-V def2-TZVPD def2/J DEFGRID3
* xyz -1 1
Sn 10.848 -20.306 -16.494
C 9.528 -18.045 -18.804
F 8.512 -17.332 -19.342
F 10.643 -17.298 -19.023
F 9.334 -18.272 -17.547
S 9.643 -19.841 -19.574
O 8.258 -20.396 -19.465
O 10.047 -19.604 -20.930
N 10.781 -20.554 -18.565
S 11.769 -21.387 -19.355
O 12.551 -22.245 -18.473
O 11.174 -22.071 -20.514
C 13.106 -20.111 -20.066
F 12.654 -19.370 -21.055
F 13.257 -19.335 -18.992
F 14.303 -20.743 -20.494
C 13.555 -22.297 -13.771
F 12.985 -21.176 -13.257
F 14.911 -22.160 -13.815
F 13.296 -23.355 -12.999
S 12.754 -22.439 -15.522
O 12.450 -21.047 -15.813
O 13.816 -23.123 -16.307
O 11.555 -23.241 -15.294
C 12.350 -18.279 -13.234
F 13.394 -18.952 -13.083
F 11.895 -17.970 -11.996
F 12.598 -17.053 -13.669
S 10.890 -19.212 -14.134
O 9.743 -19.060 -13.214
O 10.589 -18.546 -15.383
O 11.277 -20.615 -14.370
*
```

Properties
* orbital gap: 7.8 eV
* molecular weight: 697.0 g mol⁻¹
* relative energy (zero: lowest compared OMol25 entry of this formula, charge and spin): 264.0 kJ/mol
* LUMO energy: 2.1 eV
* max |F|: 8.8 eV/Å

ORCA calculation (ωB97M-V with the def2-TZVPD basis set) on 7 unconnected molecules or ions with the total composition C11H36N8O7 at a distorted geometry.

The geometry in ORCA input format:
```
! RIJCOSX wB97M-V def2-TZVPD def2/J DEFGRID3
* xyz 0 1
N 4.219 1.970 1.770
C 5.317 1.299 1.916
N 5.571 1.098 3.151
O 5.981 0.931 1.010
H 3.939 2.535 2.560
H 3.973 2.117 0.802
H 5.217 1.662 3.910
H 6.240 0.352 3.280
N -2.573 -4.934 2.045
C -2.467 -3.637 2.019
N -3.446 -3.083 2.686
O -1.533 -3.113 1.446
H -1.844 -5.534 1.686
H -3.464 -5.356 2.265
H -3.621 -2.090 2.633
H -4.138 -3.687 3.105
N 2.730 -1.944 1.317
C 2.729 -3.213 1.527
N 1.475 -3.606 1.518
O 3.764 -3.821 1.833
H 3.591 -1.418 1.300
H 1.836 -1.517 1.120
H 1.372 -4.524 1.929
H 0.707 -3.086 1.121
N -0.172 4.079 -3.127
C 0.654 4.291 -2.173
N 1.829 3.965 -2.538
O 0.241 4.816 -1.170
H 0.261 4.545 -3.911
H -1.174 4.159 -3.029
H 1.892 3.242 -3.241
H 2.588 4.217 -1.921
C 0.702 1.055 -0.026
C -0.376 0.065 0.143
C -0.651 -0.758 -1.116
O -0.055 -0.802 1.227
H 1.465 0.516 -0.586
H 1.079 1.545 0.872
H 0.387 1.904 -0.634
H -1.274 0.619 0.415
H 0.105 -1.460 -1.465
H -0.823 -0.134 -1.994
H -1.602 -1.291 -1.101
H -0.758 -1.439 1.372
C -2.750 2.193 -3.981
C -3.104 0.888 -4.673
C -4.026 0.037 -3.756
O -3.705 1.292 -5.906
H -1.958 1.936 -3.278
H -3.641 2.535 -3.454
H -2.164 2.887 -4.583
H -2.208 0.296 -4.862
H -4.335 -0.962 -4.064
H -4.984 0.482 -3.488
H -3.653 -0.104 -2.742
H -4.624 1.518 -5.747
C 0.204 -0.752 4.753
O -0.018 0.437 4.050
H -0.271 -1.496 4.113
H 1.234 -1.111 4.761
H -0.114 -0.927 5.781
H 0.221 0.320 3.128
*
```

Properties
* orbital gap: 9.0 eV
* molecular weight: 392.5 g mol⁻¹
* relative energy (zero: lowest compared OMol25 entry of this formula, charge and spin): 407.5 kJ/mol
* LUMO energy: 0.1 eV
* max |F|: 7.2 eV/Å
* SMILES string: NC(N)=O.NC(N)=O.NC(N)=O.NC(N)=O.CC(C)O.CC(C)O.CO

ORCA calculation (ωB97M-V with the def2-TZVPD basis set) on 10 unconnected molecules or ions with the total composition C10H40O10 at a distorted geometry.

The geometry in ORCA input format:
```
! RIJCOSX wB97M-V def2-TZVPD def2/J DEFGRID3
* xyz 1 2
C -7.753 12.707 -8.935
O -7.571 11.799 -9.985
H -7.358 13.699 -9.153
H -8.822 12.760 -8.726
H -7.189 12.406 -8.053
H -6.949 12.143 -10.630
C -0.554 11.421 -10.440
O 0.701 10.855 -10.637
H -1.386 10.740 -10.263
H -0.452 12.232 -9.718
H -0.805 11.951 -11.359
H 1.076 10.876 -9.754
C 1.248 15.685 -11.141
O 2.035 16.429 -10.363
H 1.055 16.192 -12.087
H 1.755 14.748 -11.373
H 0.276 15.456 -10.704
H 2.021 15.981 -9.514
C -4.202 11.536 -11.631
O -5.417 12.111 -11.976
H -4.251 10.465 -11.825
H -3.366 11.955 -12.191
H -3.959 11.593 -10.570
H -5.872 11.408 -12.445
O -5.697 14.776 -11.365
H -5.560 14.637 -10.427
H -5.455 13.943 -11.769
O -3.725 14.392 -4.472
H -4.056 14.501 -5.364
H -2.932 14.927 -4.443
O -5.979 15.761 -7.420
H -6.756 15.384 -7.006
H -6.128 16.706 -7.395
C -1.888 14.582 -8.771
C -3.175 13.951 -8.272
O -4.222 14.360 -9.054
H -2.154 15.599 -9.060
H -1.541 14.125 -9.698
H -1.117 14.459 -8.011
H -3.333 14.309 -7.254
H -3.001 12.881 -8.158
H -4.816 14.734 -8.400
C 3.416 13.970 -7.252
C 2.098 14.739 -6.948
O 2.102 15.914 -7.681
H 4.306 14.484 -6.890
H 3.410 13.868 -8.337
H 3.314 12.975 -6.820
H 2.128 14.875 -5.866
H 1.144 14.234 -7.094
H 2.428 16.658 -7.170
C -1.572 14.591 -13.191
C -2.884 14.848 -13.881
O -2.457 14.889 -15.291
H -0.869 15.375 -13.472
H -1.168 13.591 -13.350
H -1.818 14.817 -12.154
H -3.462 15.702 -13.529
H -3.602 14.040 -13.739
H -2.675 14.028 -15.656
*
```

Properties
* orbital gap (spin up / spin down): 8.8 / 2.0 eV
* molecular weight: 320.4 g mol⁻¹
* relative energy (zero: lowest compared OMol25 entry of this formula, charge and spin): 0.0 kJ/mol
* LUMO energy (spin up / spin down): -2.9 / -9.8 eV
* max |F|: 3.1 eV/Å

no.,calculated total energy (eV)
1,-35536.19450
2,-105816.20363
3,-8367.29560
4,-52543.63375
5,-10288.48407
6,-11974.47477
7,-22035.44865
8,-107890.10624
9,-38244.15111
10,-31480.18671